No. 1
The following is a DFT calculation (wB97M-V/def2-TZVPD) of an isolated molecule of C3H4N4O in a non-equilibrium geometry.

Calculated values
HOMO energy: -10.451 eV
gap between HOMO and LUMO: 0.4073 Ha
DFT total energy: -410.753545 Ha

Each line ends with the Löwdin charge.
Element x y z (Å)
1 O 0.5402 0.9452 -1.1289  0.05
2 N -0.1598 0.6212 -3.0562  0.03
3 N -0.8702 -0.2947 -2.1463  0.15
4 N -0.4486 -0.7406 0.1870  0.04
5 N 0.5225 1.4083 -2.4067  0.04
6 C -0.1752 -0.0485 -1.0700  -0.52
7 C -0.3482 0.2402 1.5171  -0.09
8 C 0.4851 -0.8427 1.2689  -0.31
9 H 0.0744 -1.7015 2.1540  0.18
10 H 1.7567 -0.7066 1.2934  0.18
11 H -0.1333 1.2431 1.1516  0.10
12 H -1.2438 -0.1233 2.2363  0.15

No. 2
The following is a DFT calculation (wB97M-V/def2-TZVPD) of an isolated molecule of C3H4N4O in a non-equilibrium geometry.

Calculated values
HOMO energy: -8.183 eV
gap between HOMO and LUMO: 0.2428 Ha
DFT total energy: -410.759692 Ha

Each line ends with the Löwdin charge.
Element x y z (Å)
1 O -3.4244 -0.1933 0.4780  -0.09
2 N -0.0966 -0.9947 0.0098  0.08
3 N 2.2388 -0.8898 0.2459  0.07
4 N 0.8026 0.8937 0.1835  0.08
5 N -2.4557 -0.8108 -0.2385  0.07
6 C -0.5726 1.2161 -0.1377  0.06
7 C -1.1679 -0.0805 -0.0411  -0.23
8 C 1.0298 -0.5080 0.0665  -0.65
9 H 3.0895 -0.2520 0.4320  0.07
10 H -0.0252 -2.0728 -0.6028  0.30
11 H -0.9436 2.1499 -0.2063  0.07
12 H 1.5251 1.5423 -0.1894  0.15

No. 3
The following is a DFT calculation (wB97M-V/def2-TZVPD) of an isolated molecule of C3H4N4O in a non-equilibrium geometry.

Calculated values
HOMO energy: -9.901 eV
gap between HOMO and LUMO: 0.3575 Ha
DFT total energy: -411.003286 Ha

Each line ends with the Löwdin charge.
Element x y z (Å)
1 O 2.0267 -0.0503 -1.3612  0.10
2 N -2.4892 -0.1475 -0.1308  0.14
3 N -0.2690 -0.1616 -1.1642  0.18
4 N -0.4289 0.3596 0.9875  0.13
5 N 1.8343 0.5354 1.6031  0.16
6 C 1.0068 0.0229 -0.6875  -0.39
7 C 0.9115 0.3357 0.7553  -0.39
8 C -1.2174 -0.0099 -0.1377  -0.42
9 H -0.4418 -0.7083 -1.9639  0.15
10 H -2.8958 -0.5307 -0.9921  0.06
11 H 2.7691 0.2411 1.1593  0.10
12 H -0.8064 0.1136 1.9322  0.18

No. 4
The following is a DFT calculation (wB97M-V/def2-TZVPD) of an isolated molecule of C3H4N4O in a non-equilibrium geometry.

Calculated values
HOMO energy: -9.075 eV
gap between HOMO and LUMO: 0.3126 Ha
DFT total energy: -410.804021 Ha

Each line ends with the Löwdin charge.
Element x y z (Å)
1 O -1.4104 -1.4564 0.0360  -0.03
2 N -2.2952 0.5206 0.0331  0.09
3 N -0.4418 -0.5375 -0.2850  -0.07
4 N -0.1769 1.8089 0.0333  0.13
5 N -2.5941 -0.6682 -0.0940  0.10
6 C -0.9399 0.7557 -0.0969  -0.43
7 C 1.9060 -0.2472 -0.0841  -0.01
8 C 0.8642 -1.0101 0.0555  -0.15
9 H 0.7989 -2.0720 0.4608  0.14
10 H 2.0321 0.8380 -0.2610  0.06
11 H 2.9951 -0.6294 0.0377  0.09
12 H -0.7380 2.6976 0.1646  0.08

LUMO level: 0.63, -1.58, -0.17, -0.57 (eV)